[1]
# CH5O

A cluster of 3 separate species, CH5O in total (ωB97M-V/def2-TZVPD, OMol25).

multiplicity = 2
HOMO-LUMO gap (spin up / spin down) = 11.59 / 8.72 eV
LUMO level (spin up / spin down) = 1.033 / -2.228 eV

```
7
CH5O | OMol25 | ωB97M-V/def2-TZVPD
H -0.5202 -0.0855 -0.1532
C 0.9027 -0.1796 0.3164
H 1.0868 -1.2353 0.5370
H 1.5214 0.1796 -0.5116
H 0.9937 0.4503 1.2057
O -1.8812 -0.0261 -0.5992
H -2.1032 0.8967 -0.7951
```

---

[2]
# C32H44ClF2N2O4S2

A cluster of 2 separate species, C32H44ClF2N2O4S2 in total (ωB97M-V/def2-TZVPD, OMol25).

multiplicity = 1
total charge = -1
HOMO-LUMO gap = 6.89 eV
LUMO level = 1.805 eV

```
87
C32H44ClF2N2O4S2 | OMol25 | ωB97M-V/def2-TZVPD
C 6.8694 -1.6389 -0.0640
C 6.6125 -2.6904 1.0211
C 5.9203 -2.0930 2.2115
O 6.4832 -1.5656 3.1131
O 4.5541 -2.2245 2.2067
C 3.8685 -1.0413 1.7609
C 2.4879 -1.4279 1.2197
C 1.3667 -0.5722 1.7691
C 1.0460 -0.6455 3.1367
C 1.6926 -1.5696 4.1497
C 1.5511 -3.0634 3.9067
C 0.1884 -3.5184 3.4024
F 1.7718 -3.6833 5.1545
C 0.0234 0.1671 3.6197
C -0.6665 1.0231 2.7796
C -0.3798 1.1041 1.4227
C 0.6543 0.2904 0.9120
C 1.0049 0.4332 -0.5504
C 1.9988 1.6112 -0.7451
C 1.6639 2.5548 -1.9133
C 2.8221 2.7983 -2.8873
O 2.5289 2.3238 -4.2141
C 2.6748 0.9661 -4.2971
C 4.0797 0.4385 -4.2634
O 1.7312 0.2590 -4.4070
N -1.1206 2.0126 0.6435
C -2.5351 1.9062 0.7425
C -3.3799 1.7992 -0.3828
C -2.8413 1.8032 -1.7973
C -3.2097 0.5290 -2.6044
C -2.0409 -0.1114 -3.3521
S -2.3108 -1.9163 -3.4277
C -4.7488 1.6703 -0.1470
C -5.7770 1.4581 -1.2433
C -6.2492 -0.0238 -1.2222
C -6.3448 -0.7045 -2.5859
Cl -7.8698 -0.1311 -0.4032
C -5.2679 1.6841 1.1477
C -4.4419 1.8063 2.2547
N -4.9947 1.7727 3.5607
C -3.0755 1.9220 2.0342
S -1.9392 2.0882 3.3905
H 7.1717 -0.7031 0.3970
H 5.9701 -1.4390 -0.6405
H 7.6266 -1.9850 -0.7578
H 7.5486 -3.1167 1.3675
H 5.9954 -3.4915 0.6276
H 3.7986 -0.3159 2.5670
H 4.4385 -0.5747 0.9579
H 2.5217 -1.4138 0.1430
H 2.3013 -2.4625 1.4913
H 2.7601 -1.3470 4.1960
H 1.3069 -1.3364 5.1346
H 2.3289 -3.4591 3.2665
H -0.4224 -3.8622 4.2289
H 0.3213 -4.3795 2.7498
H -0.3345 -2.7657 2.8219
H -0.2423 0.1104 4.6644
H 1.3970 -0.4883 -0.9532
H 0.0963 0.6117 -1.1090
H 2.0629 2.1442 0.1978
H 2.9897 1.1877 -0.9270
H 1.3543 3.5218 -1.5209
H 0.8254 2.1693 -2.4863
H 3.7361 2.3282 -2.5232
H 3.0406 3.8548 -2.9912
H 4.2348 -0.2105 -5.1145
H 4.8002 1.2474 -4.2488
H 4.1788 -0.1301 -3.3434
H -0.8095 2.0563 -0.3080
H -1.7589 1.8939 -1.8168
H -3.2154 2.6817 -2.3224
H -3.6464 -0.2175 -1.9277
H -3.9533 0.8277 -3.3401
H -1.1071 0.0390 -2.8286
H -1.9369 0.2502 -4.3668
H -2.5379 -2.1052 -2.1096
H -6.6318 2.0650 -0.9606
H -5.4005 1.7237 -2.2205
H -5.5544 -0.6110 -0.6234
H -5.9589 -1.7139 -2.4865
H -5.7589 -0.1959 -3.3408
H -7.3815 -0.7646 -2.9112
H -6.3290 1.5777 1.3134
H -4.3508 2.1442 4.2450
H -5.8383 2.3304 3.5741
F -4.0381 -1.4763 -0.8171
```

---

[3]
# C3H6ClN2O

A cluster of 2 separate species, C3H6ClN2O in total (ωB97M-V/def2-TZVPD, OMol25).

multiplicity = 1
total charge = +1
HOMO-LUMO gap (spin up / spin down) = 9.49 / 5.63 eV
LUMO level (spin up / spin down) = -4.740 / -6.834 eV

```
13
C3H6ClN2O | OMol25 | ωB97M-V/def2-TZVPD
C 1.9509 1.8125 0.3703
C 1.9193 -0.5416 -0.1789
C -2.2975 -0.5121 0.4193
N 1.9774 0.5844 0.1208
N -0.7557 -0.5829 -1.2120
O -1.6745 -1.2325 -0.5560
Cl 2.3779 -2.1106 -0.0962
H 1.2783 2.4169 1.0274
H 2.8434 2.3751 -0.0538
H -2.3860 -1.1278 1.3061
H -3.2451 -0.1074 0.0887
H -1.5298 0.3428 0.6336
H -0.4585 -1.3168 -1.8693
```

---

[4]
# C2H3NO2S

A cluster of 2 separate species, C2H3NO2S in total (ωB97M-V/def2-TZVPD, OMol25).

multiplicity = 1
HOMO-LUMO gap = 9.39 eV
LUMO level = -0.096 eV

```
9
C2H3NO2S | OMol25 | ωB97M-V/def2-TZVPD
C 0.4893 -1.1256 0.0741
C -2.4054 1.1299 -0.0604
N 0.6717 0.2065 0.0167
O -0.5620 -1.7005 -0.0502
O 1.9001 0.6490 -0.4177
S -3.4740 0.0411 -0.0294
H 1.3902 -1.6245 0.2066
H 0.0443 0.9934 0.0847
H 1.9457 1.4305 0.1756
```